The following is a DFT calculation (ωB97M-V/def2-TZVPD) of C13H19OP as an isolated structure at a distorted geometry.

Last column: Löwdin charge in e.
Geometry (Å):
C  -4.129  -0.171  -0.190  -0.132
C  -3.591  1.081  -0.235  -0.088
C  -3.376  -1.269  0.091  -0.072
C  -2.245  1.264  0.165  -0.056
C  -2.062  -1.114  0.573  -0.078
C  -1.476  0.158  0.622  -0.303
C  2.280  -0.046  -0.244  -0.165
C  1.446  1.267  0.111  -0.537
C  1.180  -1.083  -0.076  -0.510
C  1.082  1.859  -1.280  -0.081
C  2.048  2.273  1.055  -0.085
C  0.515  -1.762  -1.355  -0.042
C  1.801  -2.286  0.810  -0.069
O  0.542  0.041  2.652  -0.438
P  0.244  0.142  0.968  0.951
H  -5.191  -0.305  -0.363  0.109
H  -4.234  2.002  -0.504  0.135
H  -3.960  -2.221  0.004  0.124
H  -1.785  2.283  0.227  0.118
H  -1.297  -1.849  0.766  0.088
H  2.617  -0.067  -1.281  0.108
H  3.183  -0.216  0.419  0.141
H  0.666  2.974  -1.295  0.119
H  0.420  1.260  -1.838  0.029
H  2.019  1.889  -1.950  0.102
H  3.109  2.392  0.786  0.096
H  2.065  1.834  2.061  0.068
H  1.486  3.131  1.219  0.057
H  -0.491  -2.209  -1.134  0.072
H  1.179  -2.475  -1.808  0.072
H  0.163  -0.947  -2.008  0.069
H  2.514  -2.856  0.317  0.040
H  0.987  -3.031  0.990  0.086
H  2.291  -1.946  1.724  0.073

Results
**LUMO level**: 0.02069 Ha
**HOMO**: -9.02 eV
**Frontier orbital gap**: 9.587 eV
**Molar mass**: 222.27 u
**Energy relative to the best compared isomer or geometry (same formula, charge and spin)**: 0.786 eV